P.
Below is the molecule C4H6N4O2, with properties calculated with ωB97M-V/def2-TZVPD.

For the HOMO energy, the calculation gives -9.4 eV.

Last columns: bonded neighbours and bond lengths (Å).
Geometry (Å):
1 C 0.086 -0.712 -0.154  C3 1.462, N7 1.247, O10 1.382
2 C 3.479 -0.517 -0.277  N5 1.243, N8 1.295
3 C -0.903 -1.730 0.196  C1 1.462, H11 1.102, H12 1.050, H13 1.139
4 C 0.676 1.594 -0.146  N7 1.395, H14 1.169, H15 1.071, H16 1.039
5 N 4.559 0.064 -0.073  C2 1.243, N6 1.108
6 N 5.571 0.512 -0.123  N5 1.108
7 N -0.192 0.503 -0.136  C1 1.247, C4 1.395
8 N 2.377 -0.464 0.401  C2 1.295, O9 1.238, O10 1.462
9 O 2.007 0.056 1.463  N8 1.238
10 O 1.357 -1.233 -0.310  C1 1.382, N8 1.462
11 H -0.529 -2.573 0.800  C3 1.102
12 H -1.756 -1.401 0.711  C3 1.050
13 H -1.244 -2.106 -0.823  C3 1.139
14 H 1.750 1.454 -0.585  C4 1.169
15 H 0.110 2.420 -0.525  C4 1.071
16 H 1.018 1.912 0.783  C4 1.039


Q.
Below is the molecule C4H6N4O2, with properties calculated with ωB97M-V/def2-TZVPD.

For the HOMO energy, the calculation gives -10.3 eV. As for the SMILES: O=C(O)NCc1ncn[nH]1.

Last columns: bonded neighbours and bond lengths (Å).
Geometry (Å):
1 C -2.065 -2.032 0.816  N5 1.419, N6 1.305, H11 1.039
2 C -0.857 -0.304 0.578  C3 1.614, N5 1.296, N7 1.355
3 C -0.310 1.210 0.463  C2 1.614, N8 1.487, H12 1.056, H13 1.001
4 C 1.603 1.175 -1.255  N8 1.377, O9 1.379, O10 1.231
5 N -2.111 -0.629 0.606  C1 1.419, C2 1.296
6 N -0.834 -2.458 0.737  C1 1.305, N7 1.330
7 N -0.048 -1.391 0.627  C2 1.355, N6 1.330, H14 1.009
8 N 0.441 1.692 -0.727  C3 1.487, C4 1.377, H16 0.981
9 O 2.279 0.314 -0.416  C4 1.379, H15 0.964
10 O 2.045 1.419 -2.378  C4 1.231
11 H -2.982 -2.507 0.930  C1 1.039
12 H 0.268 1.186 1.347  C3 1.056
13 H -1.100 1.822 0.418  C3 1.001
14 H 0.945 -1.307 0.783  N7 1.009
15 H 2.789 -0.222 -1.034  O9 0.964
16 H -0.063 2.032 -1.496  N8 0.981


In order of decreasing stability: Q, P.